No. 1
# C47H88B2F13IN2O22P

A molecular structure, C47H88B2F13IN2O22P in a non-equilibrium geometry (ωB97M-V/def2-TZVPD, the Open Molecules 2025 dataset).

Computed properties:
**LUMO energy**: -3.708 eV
**Electronic energy**: -152249.40623 eV
**Net charge**: +1
**HOMO level**: -0.384 Ha

Geometry as XYZ:
```
176
Properties=species:S:1:pos:R:3:lowdin_charge:R:1
C -8.253 3.111 0.413 -0.05
C -7.034 3.829 -0.140 -0.18
O -5.860 2.981 -0.174 0.09
B -5.199 2.674 0.926 -0.79
O -5.399 3.086 2.212 0.22
N -3.981 1.717 0.753 0.18
C -2.737 1.943 0.529 0.00
C -2.254 3.407 0.362 -0.31
F -2.789 4.088 1.399 0.15
F -0.921 3.419 0.483 0.17
C -2.636 4.188 -0.970 -0.35
F -1.535 4.338 -1.710 0.17
F -3.565 3.527 -1.656 0.17
C -3.173 5.628 -0.700 -0.56
F -4.327 5.593 -0.031 0.18
F -3.387 6.216 -1.864 0.21
F -2.289 6.332 -0.009 0.21
C -1.850 0.725 0.506 -0.15
C -0.762 0.639 1.633 -0.10
C -1.088 0.776 3.122 -0.18
C -1.422 2.188 3.606 -0.17
C -1.615 2.231 5.133 -0.24
O -2.588 3.177 5.548 -0.05
B -0.931 0.873 -0.876 -0.51
C 0.520 0.355 -1.101 0.03
O -1.538 1.650 -1.811 0.14
C -2.984 -0.390 0.430 -0.30
P -3.477 -0.727 -1.415 0.78
N -4.102 0.460 -2.195 -0.23
C -2.787 -1.792 0.979 -0.28
O -3.595 -2.314 1.686 0.13
C -1.638 -2.728 0.517 -0.35
F -0.500 -2.067 0.257 0.15
F -2.047 -3.308 -0.648 0.12
C -1.362 -3.889 1.515 -0.35
F -0.250 -4.501 1.089 0.17
F -2.374 -4.766 1.442 0.16
C -1.135 -3.396 2.982 -0.33
F -0.696 -2.114 2.893 0.14
F -0.173 -4.146 3.544 0.17
C -2.364 -3.433 3.929 -0.43
O -2.693 -2.466 4.502 0.21
O -2.879 -4.662 4.092 0.14
C -4.224 0.287 1.107 -0.57
I -6.171 -0.398 0.493 1.33
C -4.191 0.262 2.682 -0.20
O -5.481 0.286 3.226 -0.20
C -5.725 -0.527 4.384 -0.21
O -7.087 -0.553 4.577 -0.08
C -7.803 -1.515 3.806 -0.18
C -8.891 -0.831 2.970 -0.23
O -9.084 -1.446 1.693 -0.13
H -9.148 3.651 0.087 0.09
H -8.279 3.098 1.507 0.08
H -8.318 2.091 0.026 0.07
H -7.203 4.115 -1.180 0.13
H -6.805 4.741 0.419 0.13
H -6.077 2.613 2.717 0.13
H -0.031 1.422 1.404 0.13
H -0.228 -0.299 1.477 0.10
H -1.832 0.050 3.468 0.08
H -0.164 0.480 3.641 0.14
H -0.596 2.850 3.319 0.13
H -2.356 2.569 3.178 0.09
H -0.674 2.482 5.630 0.12
H -1.893 1.225 5.485 0.12
H -3.467 2.797 5.432 0.08
H 0.966 -0.296 -0.354 0.06
H 1.150 1.253 -1.181 0.10
H 0.589 -0.122 -2.089 0.09
H -1.501 1.388 -2.742 0.15
H -4.190 -1.922 -1.269 0.01
H -2.228 -1.152 -1.889 0.04
H -5.050 0.267 -2.505 0.00
H -3.634 -4.808 3.500 0.14
H -3.666 1.168 2.999 0.12
H -3.625 -0.606 3.021 0.10
H -5.304 -1.526 4.206 0.13
H -5.265 -0.073 5.267 0.15
H -7.129 -2.033 3.109 0.10
H -8.225 -2.264 4.486 0.14
H -8.564 0.199 2.790 0.11
H -9.846 -0.803 3.505 0.12
H -8.874 -2.386 1.751 0.08
C 4.258 3.237 -5.318 -0.11
O 4.051 1.867 -5.562 -0.19
C 4.548 1.490 -6.841 -0.20
C 4.708 -0.008 -6.942 -0.18
O 5.878 -0.510 -6.315 -0.12
C 5.855 -0.623 -4.905 -0.19
C 5.084 -1.818 -4.394 -0.21
O 3.689 -1.564 -4.410 -0.20
C 2.927 -2.743 -4.328 -0.12
H 3.753 3.859 -6.067 0.07
H 3.848 3.475 -4.338 0.09
H 5.326 3.489 -5.322 0.09
H 5.520 1.967 -7.019 0.13
H 3.850 1.829 -7.619 0.12
H 4.831 -0.249 -8.000 0.13
H 3.811 -0.513 -6.577 0.12
H 5.488 0.294 -4.436 0.12
H 6.899 -0.762 -4.615 0.13
H 5.403 -2.034 -3.364 0.13
H 5.315 -2.690 -5.019 0.13
H 3.121 -3.414 -5.172 0.09
H 1.878 -2.448 -4.351 0.08
H 3.126 -3.285 -3.395 0.09
C -0.925 -8.393 2.227 -0.11
O 0.477 -8.433 2.139 -0.19
C 1.090 -7.351 2.817 -0.21
C 2.547 -7.640 3.093 -0.18
O 2.766 -8.482 4.209 -0.12
C 2.545 -9.871 4.021 -0.18
C 3.650 -10.574 3.269 -0.21
O 3.531 -10.350 1.876 -0.20
C 4.724 -10.639 1.184 -0.11
H -1.331 -7.476 1.778 0.07
H -1.313 -9.251 1.682 0.09
H -1.262 -8.451 3.269 0.09
H 0.573 -7.158 3.766 0.13
H 1.015 -6.453 2.188 0.11
H 3.022 -6.692 3.358 0.13
H 3.033 -8.027 2.194 0.13
H 1.582 -10.060 3.541 0.12
H 2.514 -10.289 5.029 0.13
H 3.587 -11.652 3.473 0.13
H 4.621 -10.210 3.630 0.13
H 5.547 -10.001 1.527 0.09
H 4.544 -10.449 0.128 0.09
H 5.018 -11.688 1.310 0.09
C 5.120 2.422 4.879 -0.11
O 4.434 2.651 6.087 -0.19
C 3.130 3.152 5.882 -0.21
C 2.291 3.007 7.131 -0.19
O 1.780 1.700 7.342 -0.14
C 2.695 0.723 7.820 -0.18
C 3.043 0.865 9.283 -0.21
O 4.008 1.881 9.471 -0.20
C 4.074 2.319 10.809 -0.11
H 5.231 3.345 4.297 0.09
H 6.108 2.045 5.132 0.09
H 4.600 1.678 4.263 0.09
H 2.644 2.614 5.055 0.12
H 3.183 4.218 5.615 0.13
H 1.407 3.638 7.005 0.12
H 2.842 3.364 8.003 0.13
H 3.604 0.702 7.214 0.12
H 2.177 -0.230 7.696 0.13
H 3.443 -0.093 9.645 0.13
H 2.132 1.096 9.850 0.13
H 3.118 2.743 11.136 0.09
H 4.841 3.089 10.862 0.09
H 4.346 1.501 11.486 0.09
C 0.497 6.422 -8.685 -0.11
O 1.737 6.059 -9.243 -0.19
C 2.545 5.336 -8.337 -0.22
C 3.658 4.615 -9.063 -0.18
O 3.253 3.408 -9.686 -0.14
C 2.552 3.525 -10.916 -0.18
C 3.435 3.847 -12.098 -0.21
O 3.749 5.226 -12.126 -0.20
C 4.860 5.507 -12.946 -0.11
H 0.623 7.061 -7.803 0.09
H -0.054 6.974 -9.444 0.09
H -0.083 5.536 -8.397 0.09
H 1.938 4.598 -7.792 0.12
H 2.989 6.030 -7.607 0.13
H 4.392 4.308 -8.313 0.11
H 4.152 5.288 -9.767 0.13
H 1.739 4.251 -10.842 0.12
H 2.118 2.537 -11.088 0.13
H 2.905 3.573 -13.021 0.13
H 4.354 3.249 -12.037 0.13
H 5.760 4.997 -12.584 0.09
H 5.025 6.582 -12.914 0.09
H 4.679 5.207 -13.985 0.09
```

No. 2
# C42H78F4N16O19P3RbS4

A molecular structure, C42H78F4N16O19P3RbS4 in a non-equilibrium geometry (ωB97M-V/def2-TZVPD, the Open Molecules 2025 dataset).

Computed properties:
**LUMO energy**: -2.209 eV
**Electronic energy**: -190286.57917 eV
**HOMO level**: -0.273 Ha

Geometry as XYZ:
```
167
Properties=species:S:1:pos:R:3:lowdin_charge:R:1
Rb 4.058 0.176 -1.817 0.89
N 2.199 3.211 -1.156 0.31
H 1.721 2.307 -0.922 0.06
H 3.099 2.955 -1.573 0.12
H 2.443 3.813 -0.363 0.17
H 1.699 3.755 -1.861 0.15
N 6.259 2.933 1.765 -0.29
S 7.674 3.279 2.326 0.45
O 8.766 3.065 1.402 -0.31
O 7.864 3.022 3.729 -0.29
F 7.496 4.880 2.328 -0.22
S 6.392 1.275 1.614 0.52
O 7.500 0.592 2.190 -0.26
O 5.956 0.799 0.325 -0.42
F 5.186 1.039 2.623 -0.19
N 1.547 0.631 -0.591 -0.42
S 1.273 0.164 0.853 0.44
O 1.411 -1.238 1.188 -0.24
O 0.285 0.868 1.637 -0.25
F 2.629 0.819 1.394 -0.18
S 0.181 -0.067 -1.330 0.56
O -0.881 0.879 -1.567 -0.26
O -0.221 -1.394 -0.958 -0.24
F 0.890 -0.380 -2.742 -0.20
C -0.080 1.774 -7.174 -0.07
C -0.161 1.746 -5.797 -0.09
C -1.365 1.487 -5.153 0.01
C -2.487 1.205 -5.910 -0.15
C -2.400 1.132 -7.289 0.01
C -1.207 1.444 -7.937 -0.04
N -3.785 1.043 -5.305 -0.33
O -4.056 1.630 -4.277 0.08
O -4.582 0.306 -5.865 0.08
H 0.895 1.973 -7.600 0.11
H 0.768 1.805 -5.244 0.10
H -1.336 1.588 -4.075 0.10
H -3.271 0.858 -7.867 0.12
H -1.214 1.542 -9.013 0.11
C -3.497 -2.603 -4.338 -0.08
C -4.056 -3.879 -4.328 -0.07
C -4.136 -4.560 -3.140 0.00
C -3.797 -3.930 -1.935 -0.13
C -3.224 -2.663 -1.965 0.00
C -3.177 -1.940 -3.156 -0.05
N -3.943 -4.710 -0.710 -0.36
O -3.682 -4.174 0.346 0.08
O -4.374 -5.834 -0.802 0.09
H -3.508 -2.135 -5.317 0.10
H -4.383 -4.346 -5.246 0.11
H -4.554 -5.557 -3.150 0.12
H -2.714 -2.260 -1.100 0.11
H -2.783 -0.935 -3.098 0.10
C -2.964 -2.164 3.074 -0.08
C -4.187 -2.078 3.709 -0.05
C -4.470 -0.851 4.308 0.00
C -3.608 0.242 4.209 -0.15
C -2.447 0.119 3.464 -0.03
C -2.071 -1.114 2.945 -0.05
N -3.997 1.529 4.788 -0.35
O -3.366 2.519 4.476 0.06
O -4.869 1.542 5.626 0.08
H -2.691 -3.081 2.561 0.10
H -4.941 -2.848 3.696 0.11
H -5.473 -0.680 4.682 0.12
H -1.811 0.979 3.290 0.10
H -1.226 -1.278 2.293 0.10
C 2.556 -6.250 0.785 -0.06
C 2.905 -5.350 -0.212 -0.07
C 3.314 -4.053 0.057 0.01
C 3.450 -3.679 1.388 -0.14
C 3.195 -4.581 2.393 0.01
C 2.716 -5.863 2.112 -0.05
N 4.044 -2.374 1.719 -0.34
O 4.380 -1.682 0.778 0.01
O 4.269 -2.117 2.870 0.12
H 2.142 -7.242 0.661 0.11
H 2.685 -5.597 -1.244 0.08
H 3.479 -3.421 -0.802 0.09
H 3.348 -4.318 3.430 0.12
H 2.380 -6.497 2.920 0.11
O 3.466 2.736 5.100 -0.27
P 2.832 1.970 6.167 0.53
N 1.832 0.701 5.711 -0.31
C 2.469 -0.469 5.112 -0.10
C 0.545 1.047 5.112 -0.10
N 1.865 2.927 7.145 -0.31
C 2.153 4.358 7.207 -0.11
C 0.857 2.435 8.065 -0.11
N 4.001 1.282 7.226 -0.31
C 5.165 2.071 7.582 -0.12
C 3.673 0.255 8.205 -0.13
H 1.764 -1.292 5.241 0.09
H 3.427 -0.641 5.600 0.08
H 2.671 -0.310 4.046 0.07
H 0.830 1.304 4.082 0.07
H 0.083 1.913 5.574 0.07
H -0.091 0.163 5.058 0.08
H 1.345 4.867 6.676 0.08
H 2.345 4.691 8.229 0.08
H 3.073 4.659 6.704 0.07
H 1.269 1.923 8.938 0.07
H 0.247 3.284 8.375 0.08
H 0.183 1.731 7.575 0.06
H 6.031 1.408 7.482 0.08
H 5.329 2.835 6.821 0.08
H 5.109 2.503 8.585 0.08
H 4.609 -0.209 8.526 0.08
H 2.969 -0.498 7.858 0.07
H 3.244 0.740 9.093 0.07
O 3.642 -2.377 -3.242 -0.37
P 2.956 -2.913 -4.451 0.57
N 3.114 -1.908 -5.774 -0.31
C 2.443 -0.593 -5.712 -0.10
C 4.416 -1.813 -6.446 -0.10
N 1.262 -3.044 -4.254 -0.30
C 0.393 -3.267 -5.409 -0.09
C 0.825 -3.627 -2.990 -0.10
N 3.457 -4.409 -5.065 -0.29
C 3.280 -4.791 -6.452 -0.13
C 3.614 -5.523 -4.150 -0.11
H 2.481 -0.207 -6.729 0.09
H 3.069 0.047 -5.074 0.07
H 1.460 -0.715 -5.268 0.06
H 5.068 -2.616 -6.100 0.08
H 4.884 -0.847 -6.257 0.08
H 4.309 -1.990 -7.518 0.09
H 0.634 -2.574 -6.212 0.07
H 0.532 -4.300 -5.747 0.08
H -0.646 -3.135 -5.108 0.07
H -0.246 -3.459 -2.854 0.08
H 0.936 -4.718 -2.999 0.08
H 1.343 -3.187 -2.140 0.06
H 4.236 -4.837 -6.988 0.08
H 2.839 -5.784 -6.559 0.09
H 2.677 -4.088 -7.026 0.07
H 4.414 -6.209 -4.435 0.09
H 2.694 -6.076 -3.947 0.08
H 3.979 -5.157 -3.186 0.07
O -7.098 2.654 -0.928 -0.29
P -5.950 3.392 -0.328 0.54
N -5.024 4.309 -1.355 -0.29
C -4.582 3.723 -2.616 -0.12
C -4.391 5.553 -0.975 -0.12
N -4.861 2.331 0.414 -0.30
C -3.726 2.850 1.179 -0.09
C -4.548 1.102 -0.285 -0.12
N -6.442 4.450 0.879 -0.31
C -6.790 3.957 2.194 -0.12
C -7.260 5.600 0.530 -0.14
H -4.570 4.459 -3.418 0.09
H -5.226 2.884 -2.877 0.06
H -3.591 3.270 -2.492 0.07
H -3.548 5.350 -0.296 0.07
H -4.988 6.269 -0.414 0.06
H -3.939 6.046 -1.836 0.08
H -2.877 3.080 0.522 0.08
H -4.104 3.775 1.617 0.07
H -3.444 2.126 1.939 0.06
H -5.391 0.738 -0.874 0.08
H -3.618 1.168 -0.862 0.06
H -4.396 0.257 0.401 0.08
H -6.389 4.604 2.978 0.09
H -7.858 3.769 2.326 0.09
H -6.304 2.991 2.358 0.07
H -6.900 6.492 1.048 0.08
H -8.333 5.439 0.669 0.09
H -7.273 5.894 -0.526 0.08
```

No. 3
# C25H56F6N3P

4 unconnected molecules or ions with the total composition C25H56F6N3P in a non-equilibrium geometry (ωB97M-V/def2-TZVPD, the Open Molecules 2025 dataset).

Computed properties:
**LUMO energy**: -3.894 eV
**Electronic energy**: -56887.81358 eV
**Net charge**: +2
**HOMO level**: -0.586 Ha

Geometry as XYZ:
```
91
Properties=species:S:1:pos:R:3:lowdin_charge:R:1
P 19.188 18.466 -0.568 0.14
F 18.606 19.895 -0.026 -0.18
F 18.433 17.847 0.731 -0.18
F 17.739 18.298 -1.282 -0.20
F 19.776 17.022 -0.963 -0.14
F 19.767 19.121 -1.921 -0.14
F 20.527 18.710 0.232 -0.13
C 19.571 16.027 3.463 -0.08
C 21.139 16.110 3.533 -0.18
C 21.564 17.686 3.572 -0.07
N 23.060 17.942 3.137 -0.22
C 23.899 17.061 3.973 -0.03
C 23.414 19.475 3.318 -0.05
C 23.273 20.048 1.916 -0.18
C 23.808 18.990 1.055 -0.17
C 23.399 17.589 1.596 -0.02
H 19.030 15.126 3.751 0.08
H 19.237 16.322 2.468 0.05
H 19.128 16.790 4.103 0.07
H 21.669 15.648 2.701 0.10
H 21.538 15.680 4.451 0.09
H 21.405 18.150 4.545 0.12
H 20.887 18.200 2.889 0.11
H 23.854 17.438 4.995 0.11
H 24.933 17.253 3.685 0.11
H 23.594 16.016 4.025 0.10
H 24.451 19.503 3.654 0.14
H 22.608 19.902 3.915 0.13
H 23.728 21.037 1.864 0.13
H 22.225 20.287 1.736 0.12
H 24.881 19.044 0.874 0.12
H 23.507 19.079 0.012 0.12
H 24.184 16.833 1.618 0.12
H 22.580 17.101 1.069 0.12
C 12.592 19.973 -3.591 -0.08
C 12.653 20.112 -2.064 -0.22
C 14.077 19.697 -1.524 -0.10
N 14.105 19.528 -0.009 -0.26
C 14.052 20.948 0.556 0.05
C 15.369 18.820 0.358 -0.11
C 15.030 18.363 1.802 -0.13
C 13.652 17.743 1.563 -0.16
C 12.961 18.622 0.555 -0.06
H 13.519 20.393 -3.982 0.07
H 11.658 20.405 -3.950 0.09
H 12.587 18.895 -3.752 0.06
H 11.875 19.498 -1.612 0.10
H 12.300 21.079 -1.705 0.10
H 14.872 20.394 -1.789 0.14
H 14.221 18.663 -1.837 0.12
H 13.943 20.846 1.635 0.11
H 13.325 21.583 0.050 0.10
H 15.032 21.395 0.389 0.11
H 16.206 19.493 0.171 0.12
H 15.403 17.952 -0.300 0.13
H 15.015 19.164 2.541 0.11
H 15.823 17.689 2.124 0.12
H 13.121 17.696 2.514 0.13
H 13.948 16.732 1.284 0.13
H 12.207 19.226 1.058 0.14
H 12.607 17.974 -0.247 0.13
C 13.343 16.695 -6.061 -0.09
C 14.800 16.653 -5.829 -0.25
C 15.307 18.023 -5.352 -0.12
N 16.893 18.268 -5.223 -0.18
C 17.575 17.710 -6.538 -0.06
C 19.051 18.192 -6.616 -0.17
C 19.177 19.696 -6.566 -0.16
C 18.623 20.103 -5.162 -0.15
C 17.149 19.782 -5.036 -0.09
C 17.155 17.433 -3.946 0.01
H 13.073 16.025 -6.878 0.10
H 12.922 17.686 -6.229 0.08
H 12.875 16.504 -5.096 0.08
H 15.483 16.310 -6.606 0.10
H 15.062 15.862 -5.127 0.11
H 14.788 18.488 -4.513 0.09
H 15.042 18.706 -6.159 0.12
H 16.975 18.124 -7.348 0.13
H 17.547 16.629 -6.675 0.13
H 19.416 17.750 -7.543 0.13
H 19.565 17.776 -5.750 0.12
H 18.498 20.014 -7.357 0.12
H 20.185 20.108 -6.515 0.13
H 18.812 21.144 -4.901 0.13
H 19.206 19.577 -4.406 0.10
H 16.457 20.224 -5.753 0.13
H 16.736 20.074 -4.070 0.13
H 17.157 16.356 -4.114 0.11
H 16.524 17.567 -3.068 0.08
H 18.106 17.799 -3.557 0.07
```

No. 4
# C3H2FORh

A molecular structure, C3H2FORh in a non-equilibrium geometry (ωB97M-V/def2-TZVPD, the Open Molecules 2025 dataset).

Computed properties:
**<S²>**: 6.017
**LUMO energy (spin up / spin down)**: -11.353 / -15.055 eV
**Electronic energy**: -10886.90899 eV
**Net charge**: +2
**2S+1**: 5
**HOMO level (spin up / spin down)**: -0.739 / -0.794 Ha

Geometry as XYZ:
```
8
Properties=species:S:1:pos:R:3:nbo_charge:R:1
C 0.604 -0.455 0.189 0.10
C 0.760 0.776 -0.652 0.30
O -0.642 1.024 -0.463 -0.33
C -0.897 0.137 0.458 0.19
F 1.430 -0.774 1.219 -0.24
H 0.414 -1.339 -0.446 0.27
H 0.981 0.663 -1.724 0.25
Rh -2.650 -0.033 1.419 1.46
```

No. 5
# C2H8N2P

2 unconnected molecules or ions with the total composition C2H8N2P in a non-equilibrium geometry (ωB97M-V/def2-TZVPD, the Open Molecules 2025 dataset).

Computed properties:
**ΔE to the lowest compared entry with this formula, charge and spin**: 91.6 kcal/mol
**LUMO energy (spin up / spin down)**: -4.386 / -6.616 eV
**Electronic energy**: -14461.67399 eV
**Net charge**: +1
**HOMO level (spin up / spin down)**: -0.488 / -0.443 Ha

Geometry as XYZ:
```
13
Properties=species:S:1:pos:R:3:nbo_charge:R:1
C -0.339 -0.738 0.262 0.73
C 0.079 1.112 1.786 -0.46
N 0.392 0.256 0.606 -0.57
N -1.460 -1.216 0.770 -0.80
P 1.178 -0.358 -3.502 0.11
H -0.535 1.962 1.353 0.24
H -0.469 0.561 2.549 0.23
H 0.972 1.510 2.339 0.26
H 1.293 0.531 0.300 0.46
H -2.109 -0.563 1.188 0.43
H -1.915 -2.080 0.455 0.46
H 2.185 0.393 -2.843 -0.06
H 0.932 0.425 -4.575 -0.04
```